9 unconnected molecules or ions with the total composition C38H90N4O9, computed with wB97M-V/def2-TZVPD.

Properties
highest occupied orbital energy	-0.307	Eh
net charge	0
LUMO level	0.025	Eh
multiplicity	1
energy above the lowest of the compared OMol25 structures with the same formula, charge and spin	0.0	kJ/mol
SMILES	CC1(C)CCCC(C)(C)N1O.CC1(C)CCCC(C)(C)N1O.CC1(C)CCCC(C)(C)N1O.CC1(C)CCCC(C)(C)N1O.CO.CO.O.O.O
orbital gap	9.01	eV

Structure (XYZ):
```
141
C38H90N4O9, DFT wB97M-V/def2-TZVPD
O 15.82154 12.84564 9.27481
O 9.70840 10.40718 13.52559
O 12.80968 13.64450 11.85267
O 11.86641 11.15770 11.67341
O 14.02072 16.75557 17.11910
O 11.29661 12.56522 15.53007
O 13.01880 14.94304 14.56880
O 14.95390 14.09856 16.38943
O 12.22388 14.84344 17.65120
N 10.35949 12.80388 16.64398
N 12.92667 10.44823 11.05967
N 14.37586 18.13354 16.99277
N 15.36594 14.02026 10.00570
C 14.81302 9.05007 11.63722
C 15.11682 14.99871 8.93031
C 16.74448 17.66764 16.34305
C 12.63091 8.72965 12.91565
C 8.01400 12.61754 18.32231
C 13.90783 14.57587 8.12159
C 15.93248 15.71296 11.62854
C 12.51404 9.78093 9.81679
C 15.73154 19.73931 15.61706
C 12.07476 10.81893 8.87639
C 13.53711 20.35425 16.69218
C 17.82383 14.45607 10.58495
C 8.23078 13.74602 17.33055
C 14.46783 20.63186 15.47418
C 16.25737 15.25455 7.97265
C 12.20287 15.24792 18.99100
C 11.39384 8.73015 10.01293
C 14.43963 8.27695 10.37086
C 15.71225 16.85164 10.66060
C 8.27268 12.58781 15.10822
C 13.83672 9.12051 9.26025
C 16.40688 14.41037 11.06476
C 14.95766 17.52543 14.62435
C 9.13014 13.44337 16.14848
C 15.37163 18.27066 15.87872
C 9.58006 14.75322 15.46523
C 13.10544 18.92052 16.79960
C 13.58546 9.73348 12.20503
C 10.26415 11.71921 17.61208
C 16.27874 13.30447 12.20894
C 12.39382 18.75458 18.21775
C 9.64846 10.35486 17.14530
C 9.39785 12.24560 18.81055
C 9.05302 9.27447 12.96621
C 14.68901 16.35626 9.61469
C 14.00939 10.72314 13.28185
C 11.70276 11.48731 18.10910
C 12.15106 18.52543 15.66525
H 9.87692 8.58944 12.70149
H 13.67497 14.68246 15.24759
H 14.95421 14.96211 16.83841
H 12.15037 12.44236 18.39615
H 14.46848 9.87574 8.90414
H 13.71082 15.34151 7.38229
H 15.36486 7.84844 10.01678
H 16.63056 16.03794 12.44797
H 10.33316 15.25064 16.00290
H 13.86303 7.35606 10.58640
H 9.84768 13.16115 19.22004
H 13.07222 8.47499 13.87677
H 12.17298 12.12690 11.73483
H 15.37480 13.58244 12.76505
H 11.95304 17.44865 15.61863
H 13.54090 16.50987 16.29340
H 12.18884 14.52763 14.95878
H 13.75208 16.31186 10.22095
H 15.59669 9.75347 11.35750
H 14.47643 10.22247 14.19950
H 15.79600 17.69482 13.90738
H 13.07291 11.14001 13.69544
H 8.50706 14.63222 17.80543
H 13.18660 13.84007 12.71611
H 16.61851 17.13728 10.12858
H 15.18756 8.28903 12.31313
H 13.72454 8.41357 8.43329
H 12.14929 14.37489 19.65396
H 10.46580 9.15119 10.50096
H 8.84814 12.11686 14.36171
H 15.34432 17.79591 11.10767
H 9.60660 9.62525 17.97324
H 13.00093 18.99886 19.04453
H 11.21532 19.05085 15.80659
H 14.92258 15.55083 12.11482
H 8.34887 8.85012 13.70477
H 18.46326 14.25850 11.42200
H 16.75784 16.56597 16.33636
H 17.51443 17.90476 15.65811
H 18.10155 15.42947 10.09721
H 11.41236 11.49480 9.39461
H 15.22200 12.24837 9.72266
H 11.08885 11.70114 15.18924
H 14.98942 16.41321 14.91632
H 14.79642 13.44838 17.05336
H 11.51614 19.43122 18.28457
H 13.63024 13.69437 11.33791
H 12.41118 7.79314 12.41731
H 9.34441 11.39735 19.56525
H 14.18689 13.71516 7.52155
H 8.76708 15.42996 15.26441
H 11.31868 15.95573 19.16727
H 8.40965 9.65508 12.18251
H 16.34401 20.14410 16.48106
H 14.06057 17.76106 14.11958
H 16.94652 15.99005 8.36560
H 14.63883 17.18936 8.84777
H 10.21425 9.91502 16.30974
H 11.71477 9.18172 13.21864
H 7.62464 13.32212 14.66710
H 16.15794 12.30220 11.82450
H 8.69372 10.48627 16.75476
H 11.45457 14.26671 17.39965
H 7.30244 14.06033 16.85546
H 14.06074 20.61208 17.63597
H 11.12246 8.42038 8.95447
H 14.63892 11.51125 12.95257
H 13.93566 20.33068 14.56776
H 13.17634 15.83390 19.13847
H 12.65922 21.02788 16.67470
H 7.70491 11.86937 15.77774
H 12.89160 11.40066 8.47587
H 15.95678 15.51003 6.96333
H 12.34135 11.00097 17.46083
H 13.03110 14.31155 8.63803
H 16.81730 14.34595 7.90038
H 11.67459 10.93591 19.07307
H 11.47105 10.42606 8.09738
H 11.94937 17.80245 18.42103
H 7.64794 11.71291 17.80688
H 14.68766 21.70726 15.24091
H 18.00484 13.72252 9.80951
H 10.27892 10.69990 12.74852
H 12.56047 18.85481 14.69540
H 17.05261 13.27205 12.94040
H 16.90068 18.09415 17.35534
H 7.35138 12.94079 19.06452
H 9.91601 14.43364 14.47700
H 16.33656 19.67957 14.68728
H 11.61758 7.78410 10.53403
```

=====

A molecular structure, C38H91F12N15O22S4, computed with wB97M-V/def2-TZVPD.

Properties
highest occupied orbital energy	-0.162	Eh
net charge	-2
LUMO level	0.111	Eh
multiplicity	1
orbital gap	7.44	eV

Structure (XYZ):
```
182
C38H91F12N15O22S4, DFT wB97M-V/def2-TZVPD
S 2.00020 -1.05927 -1.54864
S 0.20396 2.92199 5.49921
S 0.42060 -2.11994 0.23553
S 1.63243 3.24911 7.81238
F -0.04107 0.27304 5.04740
F 3.05065 5.39714 6.70571
F -2.17172 -1.88002 0.97662
F 2.49569 5.52986 8.82702
F 4.38680 -0.09640 -2.18023
F 2.98541 1.39559 -1.36197
F -1.90595 1.35530 4.75889
F -1.12906 1.00907 6.74080
F -0.77212 -1.58282 2.66983
F 3.96883 -0.09996 -0.09562
F 0.99944 5.82386 7.33745
F -1.04305 -0.10241 1.19036
O 2.69168 1.11577 3.89503
O -1.16864 3.34382 -1.48845
O 7.47607 1.87132 0.38945
O 4.31420 9.04608 -1.39397
O -5.21450 0.84204 -0.63330
O 1.16163 -0.58506 -2.63265
O 0.39576 3.18839 8.59380
O 2.54350 -2.39438 -1.76278
O -0.70086 -5.77310 -4.33601
O -2.69775 -0.97955 -6.48284
O 6.29538 -2.10477 0.54291
O 2.60744 -2.49037 4.71705
O -3.26016 -6.09628 1.22721
O -0.71287 3.76834 6.21447
O -8.97653 1.28444 -1.05415
O 1.08921 -3.06354 1.10144
O 2.00765 3.23501 -5.23131
O -7.08531 -9.86660 3.15475
O 3.45009 5.59567 -2.42437
O 2.81502 2.83715 8.53473
O 0.52434 3.25323 4.14355
O -0.43413 -2.66814 -0.80199
N 1.05357 -3.98999 4.17528
N -1.43761 1.98220 -4.76305
N -1.78332 1.10307 -1.66526
N 3.37568 6.83783 0.16579
N 0.72189 -4.54926 -3.12745
N -4.98023 -7.70284 3.32118
N 1.15594 -0.79907 -0.10688
N -1.41348 -3.96886 -3.00441
N 1.83442 1.27872 1.82375
N 8.64050 -0.71860 -0.00099
N 1.73598 2.62864 6.35454
N 0.05552 1.70366 -0.58921
N 2.60615 -0.68746 2.54794
N 2.82701 -4.68032 5.35523
N -7.40627 -0.59964 0.49756
C -5.99671 -8.09699 4.27741
C 5.22672 -2.91042 0.97916
C 2.26763 -3.66264 4.65332
C -0.51277 -4.87030 -3.51924
C 2.34402 0.61048 2.83446
C -0.95933 -1.43450 1.35448
C -9.66200 2.14135 -1.93313
C -2.18710 -5.37490 0.72927
C 2.13932 6.45764 -0.52421
C 2.44346 5.30886 -1.47548
C 1.05213 2.43385 -4.61233
C -8.80877 -0.80260 0.18397
C 3.29717 2.80602 -4.77703
C 3.32359 8.22419 0.60475
C -2.06484 -2.15726 -5.94285
C -1.48381 0.90825 -5.76395
C -0.38281 2.97324 -4.85405
C -6.49887 -1.21122 -0.48200
C -5.70675 1.25244 -1.85272
C -4.78858 -6.26694 3.24481
C -0.79185 1.26565 5.47120
C 3.08466 6.34990 -3.59287
C 2.13626 5.13040 7.62557
C -9.32711 -0.11487 -1.10035
C 8.05038 -1.55412 -1.04153
C 3.44707 0.17691 -1.26946
C -2.72990 0.08592 -5.54938
C 9.33718 0.44926 -0.57038
C -6.23644 -9.63646 4.24866
C 4.60051 10.06574 -2.34689
C 8.27358 1.56023 -0.74778
C 3.31045 9.34985 -0.43216
C -3.37285 -5.96466 2.64770
C -1.04860 2.14922 -1.22288
C 7.26148 -2.65674 -0.36742
C 6.46321 2.86793 0.26068
C -5.07907 -0.54386 -0.41989
C -7.00886 -11.22465 2.74153
H 2.41794 -1.03484 1.61619
H -6.57017 -9.96912 5.23338
H 1.63393 2.24867 2.01348
H -3.08392 -0.09877 -4.53110
H -5.35823 -7.94781 2.41354
H 2.74189 -1.30059 3.34523
H -6.35384 -11.33673 1.86977
H -5.22829 -9.98045 3.99782
H 1.61214 0.69369 1.03061
H 9.77800 0.25540 -1.54926
H 5.57490 9.83080 -2.77020
H -6.91665 -7.57977 3.97623
H -5.06488 0.98385 -2.70237
H 7.91902 -3.36665 0.14183
H 4.52485 -3.17055 0.18264
H 2.84494 4.39780 -1.02239
H -0.47848 3.66987 -4.01995
H 2.49069 8.40276 1.28829
H 3.73307 1.86161 -5.11388
H 4.62343 11.07446 -1.92510
H 1.75124 7.23229 -1.19338
H -6.45624 -2.29311 -0.35719
H 4.74938 -2.37813 1.80007
H 3.55158 10.30774 0.03846
H 1.56458 4.90117 -1.98769
H -6.57410 -11.90376 3.47448
H 4.01080 3.57154 -5.08566
H 5.74251 2.57080 -0.50825
H -6.74636 -0.97539 -1.52097
H -7.97867 -11.50375 2.32918
H 3.65647 6.17268 -4.50085
H -2.27002 -5.37353 -0.35936
H 8.88657 -2.01582 -1.57094
H 0.83795 2.31751 -0.45004
H -9.51689 1.91046 -2.99163
H -1.20923 -5.83360 0.91272
H 1.15880 1.36363 -4.82827
H 8.76449 2.52829 -0.89745
H 7.61793 1.27253 -1.57405
H -6.71957 0.90928 -2.07893
H 5.61232 -3.85762 1.37310
H -7.18367 0.38701 0.55016
H 6.75585 3.88888 0.00768
H 3.84564 10.11699 -3.13663
H -1.25273 1.65223 -3.82026
H 5.88891 2.85469 1.18494
H 3.71020 -4.44116 5.77844
H 1.42029 6.13940 0.23006
H -10.41483 -0.14029 -1.20925
H 7.95723 -0.24881 0.58370
H 1.13702 2.41482 -3.51748
H -8.92037 -0.61835 -1.98092
H -1.56232 1.30922 -6.77304
H -2.52692 1.16703 -2.33586
H -3.19833 -4.92914 2.95777
H 6.76227 -3.27705 -1.11931
H 2.63861 -5.61878 5.04963
H -0.60148 0.27920 -5.61636
H 2.39588 9.47251 -1.02216
H 10.14970 0.74228 0.09660
H -4.41687 -1.00240 -1.16032
H 2.00215 6.27570 -3.70913
H 3.29650 7.38820 -3.31644
H -5.77278 -7.78856 5.29989
H 3.36638 2.77163 -3.68905
H -1.52953 -2.68528 -6.72990
H -1.17640 -3.34301 -2.24225
H -9.32536 -0.35648 1.03792
H -1.26278 -1.91149 -5.23847
H 1.46415 -5.21835 -3.22088
H -2.23307 -4.35086 1.10678
H 7.42584 -1.03650 -1.77670
H -4.87568 -5.77500 4.21315
H -9.76333 3.22375 -1.84924
H -2.68712 -2.80012 -5.31889
H -1.33380 0.24541 -1.39622
H 4.21451 8.42432 1.20462
H -2.38055 -4.16796 -3.20082
H -5.78997 2.33109 -1.99755
H 4.20947 6.69112 -0.38661
H 0.18143 0.71660 -0.36369
H -9.03380 -1.86602 0.27555
H 0.90363 -3.56059 -3.06410
H 0.44083 -3.23986 3.90302
H 0.85916 -4.95345 3.96957
H -3.59295 0.63767 -5.93869
H -5.57822 -5.90328 2.57906
H -2.65246 -6.55569 3.21710
H -4.62284 -0.63753 0.56469
H -10.71770 1.90881 -1.72383
H -0.49347 3.53472 -5.78462
```

=====

Question: Which formula does entry 1 have?
Answer: C38H90N4O9

=====

Question: Number 2 is which compound?
Answer: C38H91F12N15O22S4

=====

Question: Which formula does entry 2 have?
Answer: C38H91F12N15O22S4

=====

Question: Which of these has the lowest highest occupied orbital energy?
Answer: C38H90N4O9